{"formula": "C6H8INOS", "method": "ωB97M-V/def2-TZVPD", "symbols": ["C", "C", "H", "C", "H", "C", "N", "S", "H", "I", "H", "C", "H", "H", "H", "C", "H", "O"], "xyz": [[1.713, 0.083, -2.031], [-0.397, -0.091, 0.966], [2.380, -0.173, -2.828], [1.210, -0.700, -0.990], [-1.391, -1.876, 0.318], [-0.773, -1.550, 1.154], [1.232, 1.321, -1.927], [1.436, 2.642, -2.828], [-2.277, 0.580, 0.194], [0.941, 0.476, 2.684], [-2.145, 0.698, 1.953], [0.397, 0.127, -0.256], [0.107, -2.186, 1.205], [1.424, -1.732, -0.812], [-1.340, -1.674, 2.073], [-1.606, 0.826, 1.018], [-1.312, 1.868, 0.919], [0.401, 1.363, -0.812]], "forces_ev_per_a": [[-0.4223, 0.6489, 0.3544], [0.0577, 0.2771, 0.4448], [0.1001, 0.0921, -0.1854], [-0.5536, 0.2909, 0.4381], [-0.0678, 0.0094, -0.0924], [0.1553, 0.0033, 0.0364], [0.2819, -1.9184, 0.5445], [0.1220, 1.5148, -0.8943], [-0.0467, -0.0443, -0.0910], [-0.3452, -0.1315, -0.4272], [0.0190, -0.0238, 0.0346], [0.7391, -0.3936, -0.6230], [0.0270, -0.0608, 0.0123], [0.0080, -0.2107, 0.0909], [0.0197, 0.0193, 0.0376], [0.0330, 0.1561, 0.1032], [-0.0593, 0.0134, 0.0173], [-0.0679, -0.2423, 0.1993]], "nbo_charge": [0.001, -0.061, 0.246, -0.315, 0.222, -0.639, -0.132, -0.112, 0.222, 0.046, 0.227, 0.260, 0.223, 0.246, 0.232, -0.645, 0.240, -0.261], "de_lowest_kcal_mol": 12.0, "total_energy_ha": -1059.2221, "largest_force_ev_per_a": 2.01, "smiles": "CC(C)(I)c1cc[n+]([S-])o1", "homo_ev": [-7.6, -7.6], "charge": 0}